C14H32NO3P2SiTm | ωB97M-V with the def2-TZVPD basis set

For the gap between HOMO and LUMO (alpha / beta), the calculation gives 5.33 / 5.35 eV. The multiplicity is 3. Its LUMO energy (alpha / beta) is -7.5 / -7.4 eV. The net charge is +2. For the calculated total energy, the calculation gives -2890.05080 a.u. Its HOMO energy (alpha / beta) is -12.79 / -12.79 eV. As for the expectation value of S²: 2.00. For the energy relative to the best compared isomer or geometry (same formula, charge and spin), the calculation gives 0.0 kcal/mol.

Cartesian coordinates (Å):
Tm (-0.16365, -0.50674, 0.70987)
P (-2.59700, 0.67225, 0.74343)
C (-2.99310, -1.00217, 0.15993)
C (-2.36405, -1.63281, -0.97834)
N (-1.02874, -1.35610, -1.24391)
C (-0.46042, -1.78297, -2.39358)
C (-1.20942, -2.42589, -3.36564)
C (-2.54307, -2.75427, -3.10159)
C (-3.11495, -2.40744, -1.88905)
C (1.03039, -1.49675, -2.61239)
P (2.15028, -1.44272, -1.13714)
H (-4.14910, -2.68044, -1.62299)
H (-0.72860, -2.68222, -4.29896)
H (-3.10632, -3.28500, -3.85737)
H (1.47010, -2.28159, -3.25862)
H (1.16478, -0.53334, -3.15105)
H (-1.60489, -2.51878, 2.59501)
H (-3.95666, -1.35855, 0.41576)
H (3.68112, -3.68531, 3.49152)
O (-0.88969, -1.92484, 2.43287)
H (-0.59343, -1.76726, 3.37366)
H (1.61436, -0.45297, -0.18901)
O (3.59634, -2.78944, 3.76904)
H (2.80783, -2.42791, 3.31809)
C (2.78998, -3.10434, -0.93265)
H (3.19440, -3.41477, -1.90856)
H (3.59911, -3.17132, -0.18781)
H (1.99899, -3.80925, -0.63342)
C (3.63209, -0.48046, -1.64482)
H (4.12971, -0.17524, -0.71440)
H (4.35018, -1.08861, -2.22675)
H (3.36099, 0.40296, -2.24269)
C (-3.57893, 1.71884, -0.39740)
H (-4.64650, 1.68883, -0.12062)
H (-3.26021, 2.77094, -0.36712)
H (-3.45596, 1.35723, -1.43337)
C (-3.45879, 0.77602, 2.36708)
H (-3.14044, 1.69684, 2.88100)
H (-4.55432, 0.81101, 2.25980)
H (-3.19232, -0.07665, 3.01014)
C (-0.56546, 3.71523, 1.34123)
Si (1.12148, 2.88392, 1.01538)
C (1.78254, 3.60667, -0.62130)
C (2.32428, 3.46772, 2.37884)
O (0.82274, 1.26210, 0.93577)
H (-0.47201, 4.74895, 1.71218)
H (-1.12832, 3.14129, 2.09249)
H (-1.17049, 3.74830, 0.42337)
H (2.08107, 4.66742, -0.53799)
H (2.66338, 3.05386, -0.97983)
H (1.01390, 3.55653, -1.40822)
H (1.97780, 3.14297, 3.37225)
H (3.33556, 3.05857, 2.23020)
H (2.43344, 4.56769, 2.42766)



C15H35CuN6O8 | ωB97M-V with the def2-TZVPD basis set

For the gap between HOMO and LUMO, the calculation gives 5.14 eV. The multiplicity is 2. Its LUMO energy is -6.1 eV. The net charge is +1. For the calculated total energy, the calculation gives -3162.95334 a.u. Its HOMO energy is -11.26 eV. As for the expectation value of S²: 0.76. For the energy relative to the best compared isomer or geometry (same formula, charge and spin), the calculation gives 171.0 kcal/mol.

Cartesian coordinates (Å):
Cu (0.65272, 0.11540, 0.35363)
N (5.81037, 2.14789, 3.33073)
O (6.58665, 2.73598, 2.60392)
O (6.06326, 2.42650, 4.51895)
O (4.82189, 1.55833, 2.86930)
C (3.35553, 3.73133, -5.32322)
C (3.07381, 2.18453, -5.37912)
O (2.78377, 1.50164, -4.37453)
N (3.04046, 1.66858, -6.64086)
C (2.68566, 0.31843, -7.05128)
H (4.07664, 3.98483, -4.54615)
H (2.45138, 4.28552, -5.07126)
H (3.61028, 4.13674, -6.30243)
H (3.07005, 2.33952, -7.39523)
H (2.30962, -0.22081, -6.18185)
H (3.63270, -0.09884, -7.39352)
H (1.89100, 0.17660, -7.78374)
C (-2.65871, -4.55660, 4.39154)
C (-2.06539, -3.40435, 5.09628)
O (-1.56932, -2.44938, 4.49344)
N (-1.97579, -3.49006, 6.43847)
C (-1.47644, -2.47923, 7.35023)
H (-3.69230, -4.81854, 4.61777)
H (-2.00136, -5.36256, 4.71774)
H (-2.62856, -4.49640, 3.30363)
H (-2.52443, -4.27315, 6.76382)
H (-0.79826, -2.82286, 8.13131)
H (-2.31702, -2.04891, 7.89461)
H (-1.08688, -1.65706, 6.74992)
C (-5.91198, -0.23731, -2.17862)
C (-4.76916, 0.63005, -2.66048)
O (-3.69292, 0.33379, -2.28209)
N (-4.96525, 1.74181, -3.44702)
C (-3.95952, 2.45357, -4.14893)
H (-5.54482, -1.26301, -2.21368)
H (-6.68236, -0.17835, -2.94748)
H (-6.42835, -0.01649, -1.24443)
H (-5.90243, 1.95677, -3.75620)
H (-4.17703, 3.45147, -4.52969)
H (-3.67904, 1.75863, -4.94044)
H (-3.12019, 2.60305, -3.46976)
C (2.40470, -6.70240, -1.24649)
C (3.31171, -5.50094, -1.09632)
O (2.80000, -4.37937, -1.02841)
N (4.59413, -5.63937, -1.14292)
C (5.63224, -4.58877, -1.19024)
H (2.95731, -7.64155, -1.27350)
H (2.01068, -6.70832, -2.26276)
H (1.59183, -6.74287, -0.52143)
H (4.97193, -6.56013, -0.97095)
H (6.66164, -4.94712, -1.18655)
H (5.58296, -3.94482, -0.31217)
H (5.50291, -3.93506, -2.05282)
C (-0.57542, 6.41201, 3.06946)
C (-1.55393, 5.25781, 2.99347)
O (-1.24977, 4.30962, 2.23310)
N (-2.54051, 5.23518, 3.83387)
C (-3.52372, 4.21793, 3.91093)
H (0.34327, 5.83500, 3.17514)
H (-0.69942, 6.98710, 3.98706)
H (-0.47310, 6.98447, 2.14755)
H (-2.47739, 6.02464, 4.46066)
H (-4.39941, 4.60415, 4.43257)
H (-3.26885, 3.42158, 4.61019)
H (-3.89238, 3.63440, 3.06731)



C9H24F2Li2O3 | ωB97M-V with the def2-TZVPD basis set

For the gap between HOMO and LUMO, the calculation gives 9.06 eV. Its LUMO energy is -0.1 eV. For the calculated total energy, the calculation gives -797.76439 a.u. Its HOMO energy is -9.11 eV. For the energy relative to the best compared isomer or geometry (same formula, charge and spin), the calculation gives 163.0 kcal/mol.

Cartesian coordinates (Å):
Li (4.81597, 23.08051, 15.22439)
Li (6.81766, 23.75408, 15.65823)
F (5.88367, 23.96182, 14.42794)
F (5.69424, 22.88843, 16.41043)
C (8.64204, 20.80021, 14.19509)
C (7.94361, 21.69377, 15.27289)
C (8.50862, 21.61282, 16.71108)
O (7.81784, 23.01658, 14.74216)
H (9.68649, 21.11007, 14.16039)
H (8.25388, 20.98887, 13.19417)
H (8.49968, 19.74402, 14.42379)
H (6.95391, 21.23863, 15.31075)
H (7.98264, 22.22297, 17.44536)
H (9.51954, 22.01475, 16.77880)
H (8.47036, 20.56303, 17.00193)
H (7.40160, 22.95294, 13.87943)
C (4.53248, 24.65370, 10.66066)
C (4.65310, 23.73504, 11.81920)
C (6.04415, 23.13250, 11.85444)
O (4.55572, 24.52115, 12.99246)
H (3.51086, 25.02522, 10.74045)
H (4.62207, 24.09409, 9.72958)
H (5.25161, 25.46250, 10.53107)
H (3.84963, 22.99849, 11.81351)
H (6.73708, 23.97389, 11.85182)
H (6.16321, 22.48092, 10.98878)
H (6.08089, 22.69548, 12.85232)
H (5.12711, 24.18584, 13.68721)
C (5.68247, 26.54834, 14.09383)
C (6.64470, 26.22703, 13.00776)
C (7.68697, 27.26553, 12.61015)
O (7.33800, 25.04861, 13.29275)
H (5.94222, 26.44074, 15.14694)
H (4.85102, 25.84682, 14.02558)
H (5.22855, 27.49659, 13.80593)
H (6.05874, 25.91275, 12.14406)
H (8.40375, 27.50074, 13.39692)
H (7.18241, 28.16947, 12.26896)
H (8.28301, 26.99558, 11.73839)
H (6.67704, 24.36280, 13.41283)



C5H7NO | ωB97M-V with the def2-TZVPD basis set

For the gap between HOMO and LUMO, the calculation gives 9.03 eV. Its LUMO energy is 0.0 eV. The SMILES is O=C1C[C@@H]2N[C@H]2C1. For the calculated total energy, the calculation gives -324.45556 a.u. Its HOMO energy is -8.99 eV. For the energy relative to the best compared isomer or geometry (same formula, charge and spin), the calculation gives 168.7 kcal/mol.

Cartesian coordinates (Å):
O (-0.43684, -1.66757, 1.71804)
C (0.07895, -0.70339, 0.95644)
C (-0.60294, 0.76630, 0.87533)
C (0.18858, 1.30448, -0.26414)
N (-0.22726, 1.45634, -1.67049)
C (0.04453, 0.00491, -1.08705)
C (0.90680, -1.05532, -0.38393)
H (-1.56114, 0.43695, 0.58823)
H (-0.46370, 1.29104, 1.84127)
H (1.14206, 1.34865, -0.04219)
H (0.52051, 1.83436, -2.02829)
H (-0.98350, -0.38826, -1.60209)
H (0.61492, -2.09849, -0.77242)
H (2.12076, -1.17998, -0.61526)



C4H9N6O | ωB97M-V with the def2-TZVPD basis set

For the gap between HOMO and LUMO (alpha / beta), the calculation gives 8.05 / 8.06 eV. Its LUMO energy (alpha / beta) is -5.0 / -5.0 eV. The net charge is +1. The SMILES is NC1(N)NC(=[NH2+])N=C[C@H]1N=O. For the calculated total energy, the calculation gives -561.25420 a.u. Its HOMO energy (alpha / beta) is -13.03 / -13.02 eV. For the energy relative to the best compared isomer or geometry (same formula, charge and spin), the calculation gives 0.0 kcal/mol.

Cartesian coordinates (Å):
N (0.57297, -1.33093, -1.17078)
C (0.57238, -0.49740, 0.01855)
N (1.16391, -1.21865, 1.06564)
N (-0.76476, -0.24153, 0.48085)
C (-1.19002, 1.00582, 0.38292)
N (-2.21596, 1.56547, 0.98408)
N (-0.76884, 1.79895, -0.69170)
C (0.42527, 1.60191, -1.25023)
C (1.36555, 0.67090, -0.54684)
N (2.14391, 1.44185, 0.49978)
O (2.95025, 2.20864, 0.15316)
H (0.18566, -2.24590, -0.83950)
H (0.14862, -0.93359, -1.93448)
H (2.07334, -1.70584, 0.90619)
H (1.14765, -0.72761, 1.91389)
H (-1.06292, -0.85454, 1.21887)
H (-2.32179, 2.60354, 0.85433)
H (-2.67713, 1.15961, 1.80521)
H (0.69127, 2.32245, -2.05122)
H (2.12233, 0.10095, -1.10693)